# 1
DFT (ωB97M-V with the def2-TZVPD basis set) results for a single C17H22N2O4S molecule.

Each line ends with the natural charge from an NBO analysis.
Element x y z (Å)
H (2.4034, 0.4980, -3.7841)  0.223
H (-1.5233, -1.0913, 2.6398)  0.215
H (0.2883, -3.4874, 2.6662)  0.207
C (-0.0448, -3.2011, 1.6600)  -0.224
H (-0.6412, -2.2440, -1.5299)  0.391
C (0.1906, -1.7151, 1.4950)  -0.015
O (-1.3205, 1.4020, 2.5633)  -0.512
C (-0.3156, 0.2444, -1.8814)  -0.315
H (-3.1814, -2.7798, -1.2585)  0.190
H (-2.9545, -1.8411, 0.2289)  0.231
H (2.4631, 2.8951, -0.0247)  0.186
H (-1.2102, 3.2281, 1.5565)  0.187
C (0.7004, -0.2793, -2.6374)  -0.227
C (1.5477, 0.7097, -3.1675)  -0.272
C (1.1616, 1.9658, -2.8097)  -0.404
O (0.8496, 2.4018, 1.1909)  -0.524
H (1.6285, 2.8941, -3.0738)  0.236
H (2.8666, 2.5184, 1.6701)  0.177
C (2.1238, 2.9735, 1.0105)  -0.237
H (-1.2292, -4.2839, -0.4309)  0.180
N (-1.3861, -1.7369, -1.0829)  -0.601
H (-2.8328, -4.4536, 0.2927)  0.203
C (-1.9171, 2.4292, 1.7848)  -0.261
O (2.6221, 0.5785, -0.0719)  -0.520
C (-1.4278, -0.3868, -1.1603)  0.659
C (0.6957, 1.0408, 1.2429)  0.235
C (-0.6600, -0.7889, 2.0676)  -0.285
H (4.0138, -0.9122, 0.3123)  0.180
C (1.5496, 0.0989, 0.6445)  0.255
O (-2.3272, 0.2755, -0.6700)  -0.638
C (3.5986, -0.3276, -0.5151)  -0.245
H (0.5692, -3.7542, 0.9430)  0.188
C (-1.9673, -3.7876, 0.2075)  -0.218
N (-1.4061, -3.6799, 1.5320)  -0.619
C (-2.4537, -2.5018, -0.4835)  -0.244
C (-0.4352, 0.5744, 1.9333)  0.290
H (-2.3167, 2.0162, 0.8554)  0.206
H (1.9441, -1.9789, 0.3203)  0.212
C (1.2868, -1.2576, 0.7799)  -0.327
H (2.0027, 4.0246, 1.2752)  0.186
H (3.2068, -1.0046, -1.2810)  0.173
H (4.3846, 0.2862, -0.9535)  0.199
S (-0.2410, 1.9693, -1.8308)  0.528
H (-2.7301, 2.8170, 2.3968)  0.184
H (-2.0257, -3.1555, 2.1383)  0.356
H (0.8409, -1.3307, -2.8223)  0.212

## Properties
Gap between HOMO and LUMO, eV: 8.4
SMILES: COc1cc(CNCCNC(=O)c2cccs2)cc(OC)c1OC
Charge: 0
Energy above the lowest of the compared OMol25 structures with the same formula, charge and spin, eV: 3.2931
LUMO level, eV: 0.55



# 2
DFT (ωB97M-V with the def2-TZVPD basis set) results for a single C17H22N2O5 molecule.

Each line ends with the natural charge from an NBO analysis.
Element x y z (Å)
H (-3.3314, -1.1398, -1.3206)  0.148
C (0.8165, 0.6869, -0.2420)  -0.109
H (2.5447, -0.7172, 1.0254)  0.385
C (-1.1041, -0.9060, 0.0631)  0.310
H (-2.1401, -4.4659, 0.9884)  0.194
C (-3.5347, 2.7898, 0.2180)  -0.065
H (-3.5433, 4.8908, -0.1820)  0.209
C (0.2268, -0.7542, 0.0494)  -0.355
C (5.4162, 1.0966, -0.2894)  -0.324
C (7.9748, 0.8638, -0.0636)  -0.660
O (-1.6176, -2.2220, -0.1089)  -0.519
H (-5.4918, -1.3215, 0.5959)  0.214
H (-4.9549, 4.5252, 0.2590)  0.225
H (-0.2382, -3.2538, -1.0176)  0.176
C (-1.9837, 0.4829, 0.1539)  0.273
C (6.5684, 0.3133, -0.0219)  0.309
C (-4.7884, -1.6580, 0.0295)  -0.613
H (-3.8942, 2.2146, -0.6283)  0.187
H (-3.4594, 4.7625, 1.4533)  0.237
O (-3.3767, 0.1809, 0.2159)  -0.563
O (-2.1009, 2.7884, 0.3901)  -0.546
H (-4.5388, 0.1593, -1.2574)  0.181
H (5.1469, 1.7850, -1.0394)  0.271
H (-1.2875, -5.2637, -0.0901)  0.199
C (-0.6874, -3.2148, -0.0414)  -0.066
C (-0.0654, 1.7727, -0.0965)  -0.145
C (-3.9603, -0.8375, -0.7835)  0.022
H (-3.7877, 2.2221, 1.1339)  0.175
O (2.7607, 1.8869, -0.7555)  -0.653
C (-3.9894, 4.3528, 0.6291)  -0.651
H (8.6013, 0.9543, 0.7544)  0.236
H (-5.3571, -2.4374, -0.7039)  0.208
N (5.1583, -0.9687, 0.8736)  -0.182
C (2.2128, 0.9023, -0.1656)  0.602
C (-1.7133, -4.4105, 0.1379)  -0.569
H (0.4212, 2.9114, -0.0477)  0.285
H (0.0437, -3.1318, 0.7600)  0.187
H (0.8716, -1.5173, -0.2175)  0.217
N (3.1105, 0.0825, 0.2202)  -0.555
H (7.9151, 1.8009, -0.8988)  0.221
C (-1.3536, 1.5340, 0.1269)  0.196
C (4.4430, -0.0590, 0.1345)  0.301
H (-4.2211, -2.4772, 0.6234)  0.227
H (8.3995, 0.2077, -0.7920)  0.228
O (6.4283, -0.8840, 0.6559)  -0.251
H (-2.5396, -4.5271, -0.7280)  0.198

## Properties
Gap between HOMO and LUMO, eV: 8.6
SMILES: CCOc1cc(C(=O)Nc2cc(C)on2)cc(OCC)c1OCC
Charge: 0
Energy above the lowest of the compared OMol25 structures with the same formula, charge and spin, eV: 16.8552
LUMO level, eV: -0.05



| no. | HOMO level (eV) |
| --- | --- |
| 1 | -7.844 |
| 2 | -8.624 |